Entry from OMol25: the molecule C4H4O in a non-equilibrium geometry (ωB97M-V with the def2-TZVPD basis set).

Geometry (Å):
C: 0.19 -0.89 0.67
C: 0.72 0.50 0.23
O: 1.78 0.91 0.62
C: -0.07 1.25 -0.68
C: -1.06 1.03 -1.33
H: 0.52 -1.68 -0.02
H: -0.88 -1.07 0.84
H: 0.70 -1.05 1.62
H: -1.91 0.98 -1.93

Results
* net charge: 0
* electronic energy: -6257.2887 eV
* frontier orbital gap: 10.7 eV
* relative energy (zero: lowest compared OMol25 entry of this formula, charge and spin): 48.2 kcal per mole
* 2S+1: 1
* SMILES string: C#CC(C)=O
* lowest unoccupied orbital energy: 0.460 eV
* E_HOMO: -10.3 eV



Entry from OMol25: a 2-piece molecular cluster, C20H33BO6P overall in a non-equilibrium geometry (ωB97M-V with the def2-TZVPD basis set).

Geometry (Å):
C: 0.12 -1.87 2.08
C: 1.35 -2.47 1.48
O: 2.09 -3.29 2.02
O: 1.59 -2.00 0.21
C: 2.92 -1.48 0.01
C: 3.24 -0.25 0.85
C: 2.96 1.09 0.14
C: 1.67 1.74 0.66
C: 1.65 3.25 0.45
C: 0.41 3.86 1.12
C: -0.81 3.69 0.23
C: -2.13 3.86 0.96
C: -2.58 2.63 1.71
O: -1.66 2.15 2.65
B: -2.27 0.85 3.10
O: -3.30 0.53 2.04
C: -2.91 1.37 0.93
P: -4.32 1.41 -0.25
C: -4.64 -0.38 -0.54
C: -5.80 1.90 0.75
H: -0.04 -2.27 3.08
H: -0.75 -2.07 1.46
H: 0.27 -0.80 2.13
H: 3.65 -2.26 0.22
H: 2.97 -1.23 -1.04
H: 2.71 -0.24 1.79
H: 4.30 -0.32 1.11
H: 2.84 0.90 -0.92
H: 3.79 1.76 0.32
H: 0.83 1.30 0.14
H: 1.55 1.55 1.73
H: 2.57 3.69 0.84
H: 1.59 3.43 -0.62
H: 0.62 4.92 1.27
H: 0.26 3.35 2.07
H: -0.79 2.73 -0.28
H: -0.75 4.45 -0.55
H: -2.90 4.13 0.25
H: -2.06 4.68 1.68
H: -3.52 2.89 2.22
H: -1.47 -0.08 3.19
H: -2.81 0.95 4.21
H: -2.06 0.85 0.48
H: -3.72 -0.89 -0.82
H: -5.35 -0.46 -1.35
H: -5.07 -0.86 0.33
H: -5.50 2.29 1.71
H: -6.46 1.05 0.91
H: -6.35 2.63 0.17
C: 3.40 -4.87 -5.09
C: 3.77 -3.66 -4.67
C: 3.23 -3.09 -3.41
O: 3.56 -1.99 -3.03
C: 2.28 -3.91 -2.63
C: 1.92 -5.12 -3.05
C: 2.45 -5.70 -4.31
O: 2.12 -6.80 -4.69
H: 3.78 -5.30 -6.01
H: 4.46 -3.04 -5.22
H: 1.90 -3.48 -1.71
H: 1.22 -5.74 -2.50

Results
* net charge: -1
* electronic energy: -43526.5250 eV
* frontier orbital gap: 4.0 eV
* relative energy (zero: lowest compared OMol25 entry of this formula, charge and spin): 0.0 kcal per mole
* 2S+1: 1
* lowest unoccupied orbital energy: 0.016 eV
* E_HOMO: -4.0 eV



Entry from OMol25: the molecule C5H6N2 in a non-equilibrium geometry (ωB97M-V with the def2-TZVPD basis set).

Geometry (Å):
N: -0.52 -0.30 3.10
C: -0.62 -0.34 1.95
C: -0.65 -0.57 0.48
C: -0.96 0.34 -0.81
C: 0.49 0.06 -1.14
C: 1.34 0.46 -0.01
N: 0.73 -0.86 0.00
H: -1.24 -1.48 0.35
H: -1.21 1.40 -0.99
H: -1.69 -0.25 -1.36
H: 0.92 -0.09 -2.13
H: 0.99 1.17 0.73
H: 2.42 0.45 -0.16

Results
* net charge: 0
* electronic energy: -8259.4943 eV
* frontier orbital gap: 10.8 eV
* relative energy (zero: lowest compared OMol25 entry of this formula, charge and spin): 66.0 kcal per mole
* 2S+1: 1
* SMILES string: N#C[C@H]1C[C@H]2CN21
* lowest unoccupied orbital energy: 0.830 eV
* E_HOMO: -10.0 eV



Entry from OMol25: a 2-piece molecular cluster, C7H13FSi overall in a non-equilibrium geometry (ωB97M-V with the def2-TZVPD basis set).

Geometry (Å):
C: 2.38 0.76 -0.90
C: 1.28 1.14 -1.00
C: 3.70 0.67 -0.45
C: -0.15 -0.17 1.98
C: -1.39 -1.79 -1.27
C: -1.11 0.86 1.47
C: -2.19 -0.45 -1.26
F: -1.78 2.38 -0.83
Si: -1.22 0.95 -0.35
H: 3.81 1.16 0.47
H: 4.00 -0.44 -0.28
H: 4.45 1.15 -1.14
H: 0.19 0.20 2.94
H: -0.63 -1.13 2.32
H: 0.69 -0.36 1.33
H: -1.82 -2.61 -1.79
H: -0.38 -1.74 -1.59
H: -1.35 -2.07 -0.29
H: -0.91 1.80 2.04
H: -2.11 0.57 1.83
H: -3.14 -0.64 -0.84
H: -2.32 -0.26 -2.38

Results
* net charge: 0
* electronic energy: -18062.5658 eV
* frontier orbital gap: 9.7 eV
* relative energy (zero: lowest compared OMol25 entry of this formula, charge and spin): 39.2 kcal per mole
* 2S+1: 1
* lowest unoccupied orbital energy: 0.630 eV
* E_HOMO: -9.1 eV



Entry from OMol25: the molecule C6H8N2 in a non-equilibrium geometry (ωB97M-V with the def2-TZVPD basis set).

Geometry (Å):
C: 2.14 -0.50 0.30
C: 1.26 0.50 -0.37
C: 0.17 1.36 0.30
C: -1.87 -0.99 0.22
C: -0.41 -0.85 0.35
C: 0.76 -0.87 -0.47
H: 3.09 -0.75 -0.08
H: 2.40 -0.28 1.55
H: 1.55 0.99 -1.36
H: 0.57 2.28 0.90
H: -1.96 -0.85 1.35
H: -2.27 -1.61 -0.49
H: -0.08 -0.61 1.51
H: 0.78 -1.58 -1.27
N: -1.13 1.45 -0.08
N: -1.20 0.05 -0.50

Results
* net charge: 0
* electronic energy: -9323.5572 eV
* frontier orbital gap: 9.5 eV
* relative energy (zero: lowest compared OMol25 entry of this formula, charge and spin): 188.0 kcal per mole
* 2S+1: 1
* SMILES string: C1=NN2C[C@H]2[C@@H]2C[C@H]12
* lowest unoccupied orbital energy: 0.807 eV
* E_HOMO: -8.7 eV



Entry from OMol25: the molecule C2H3N3O in a non-equilibrium geometry (ωB97M-V with the def2-TZVPD basis set).

Geometry (Å):
C: -0.18 0.03 0.23
C: 0.55 -0.27 -0.93
H: -1.39 -0.38 1.64
H: -0.17 -1.50 1.52
H: 0.95 -1.18 -1.28
N: -0.83 -0.99 1.03
N: 0.35 1.85 -0.83
N: -0.36 1.44 0.04
O: 1.08 0.99 -1.43

Results
* net charge: 0
* electronic energy: -8637.0271 eV
* frontier orbital gap: 10.4 eV
* relative energy (zero: lowest compared OMol25 entry of this formula, charge and spin): 80.0 kcal per mole
* 2S+1: 1
* SMILES string: Nc1conn1
* lowest unoccupied orbital energy: 0.830 eV
* E_HOMO: -9.6 eV



Entry from OMol25: a 2-piece molecular cluster, C4H16N3O overall (ωB97M-V with the def2-TZVPD basis set).

Geometry (Å):
C: -0.87 -0.47 -2.23
O: -0.89 -0.43 -3.64
C: -0.76 -1.94 -1.87
N: -0.86 -2.13 -0.40
H: -0.02 0.09 -1.84
H: -1.79 -0.06 -1.80
H: -1.04 0.47 -3.95
H: -1.55 -2.47 -2.40
H: 0.20 -2.33 -2.20
H: -0.61 -3.09 -0.18
H: -1.84 -2.06 -0.14
N: 0.78 -0.53 1.05
C: 0.48 0.94 0.99
C: 0.93 1.64 2.26
N: 0.61 3.05 2.14
H: 1.73 -0.71 0.73
H: 0.72 -0.89 2.00
H: 0.08 -1.13 0.42
H: 0.98 1.33 0.11
H: -0.60 1.05 0.86
H: 0.36 1.23 3.10
H: 1.99 1.42 2.45
H: 0.76 3.52 3.04
H: 1.23 3.50 1.48

Results
* net charge: +1
* electronic energy: -10919.0587 eV
* frontier orbital gap: 10.2 eV
* relative energy (zero: lowest compared OMol25 entry of this formula, charge and spin): 18.4 kcal per mole
* 2S+1: 1
* lowest unoccupied orbital energy: -3.051 eV
* E_HOMO: -13.2 eV



Entry from OMol25: the molecule C21H28N4O4S in a non-equilibrium geometry (ωB97M-V with the def2-TZVPD basis set).

Geometry (Å):
C: -1.53 -4.80 -2.23
C: -1.20 -3.47 -1.57
H: -0.31 -3.57 -0.94
H: -1.04 -2.68 -2.31
O: -2.27 -3.00 -0.76
C: -2.38 -3.52 0.46
O: -1.70 -4.41 0.90
C: -3.53 -2.92 1.25
H: -4.44 -3.47 1.04
H: -3.29 -2.96 2.31
S: -3.87 -1.20 0.78
C: -2.26 -0.59 0.93
N: -1.25 -1.32 1.31
N: -0.16 -0.54 1.30
C: -0.51 0.65 0.91
N: -1.85 0.69 0.66
C: -2.64 1.82 0.20
C: -3.23 1.54 -1.19
C: -4.01 2.76 -1.67
C: -5.11 3.12 -0.68
C: -4.52 3.38 0.70
C: -3.74 2.17 1.19
H: -4.42 1.32 1.29
H: -3.30 2.37 2.17
H: -5.31 3.62 1.41
H: -3.85 4.25 0.65
H: -5.65 4.00 -1.03
H: -5.82 2.29 -0.61
H: -4.44 2.55 -2.65
H: -3.33 3.61 -1.78
H: -3.89 0.68 -1.13
H: -2.42 1.30 -1.89
H: -1.94 2.67 0.12
C: 0.44 1.79 0.78
N: 1.79 1.32 0.85
C: 2.68 1.63 -0.13
O: 2.41 2.43 -1.00
C: 4.00 0.96 -0.04
C: 4.50 0.39 1.13
C: 5.75 -0.21 1.15
C: 6.53 -0.25 -0.01
C: 6.03 0.33 -1.18
C: 4.80 0.93 -1.19
H: 4.41 1.39 -2.09
H: 6.65 0.30 -2.07
O: 7.76 -0.82 -0.10
C: 8.31 -1.43 1.04
H: 7.69 -2.26 1.40
H: 8.45 -0.70 1.85
H: 9.28 -1.81 0.73
H: 6.11 -0.64 2.07
H: 3.94 0.42 2.04
H: 1.92 0.48 1.41
H: 0.32 2.30 -0.18
H: 0.24 2.52 1.58
H: -2.44 -4.71 -2.82
H: -0.72 -5.09 -2.89
H: -1.67 -5.57 -1.48

Results
* net charge: 0
* electronic energy: -47217.9480 eV
* frontier orbital gap: 9.0 eV
* relative energy (zero: lowest compared OMol25 entry of this formula, charge and spin): 44.2 kcal per mole
* 2S+1: 1
* SMILES string: CCOC(=O)CSc1nnc(CNC(=O)c2ccc(OC)cc2)n1C1CCCCC1
* lowest unoccupied orbital energy: 0.537 eV
* E_HOMO: -8.5 eV